Record 1
{
  "formula": "C4H9NO",
  "method": "ωB97M-V with the def2-TZVPD basis set",
  "e_above_lowest_ev": 3.785,
  "gap_ev": 7.5,
  "total_energy_ha": -287.6933,
  "e_lumo_ha": 0.01654,
  "symbols": ["C", "C", "C", "O", "N", "C", "H", "H", "H", "H", "H", "H", "H", "H", "H"],
  "positions_angstrom": [[-1.72851, 1.07699, -1.03369], [-0.65309, 0.01100, -0.86274], [-0.12448, -0.03072, 0.55307], [-0.46946, 0.69459, 1.44508], [0.88793, -1.06148, 0.84621], [2.38678, -0.58841, 1.09374], [-1.32792, 2.07494, -0.84540], [-2.13842, 1.05353, -2.04655], [-2.54926, 0.91727, -0.32964], [-1.06263, -0.98275, -1.09525], [0.18317, 0.16347, -1.55617], [0.91789, -1.78578, 0.12942], [2.71900, -0.27847, 0.09183], [2.22817, 0.33858, 1.66841], [0.65738, -1.50293, 1.73345]],
  "forces_ev_per_a": [[-0.058, 0.075, -0.007], [0.022, -0.020, 0.016], [-0.076, 0.400, 0.296], [0.098, -0.439, -0.408], [0.022, -0.227, 0.120], [-0.155, 0.301, -0.251], [-0.008, -0.113, -0.014], [0.098, -0.020, 0.103], [0.123, 0.002, -0.078], [0.107, 0.082, 0.064], [-0.030, -0.028, 0.144], [0.014, 0.113, 0.139], [-0.085, 0.028, -0.020], [0.084, -0.191, -0.047], [-0.157, 0.037, -0.058]]
}


Record 2
{
  "formula": "C3H2CoO",
  "method": "ωB97M-V with the def2-TZVPD basis set",
  "spin_multiplicity": 4,
  "charge": -2,
  "gap_ev": [4.2, 3.5],
  "total_energy_ha": -1573.2083,
  "s_squared": 3.78,
  "e_lumo_ha": [0.25386, 0.22746],
  "symbols": ["H", "C", "C", "C", "O", "H", "Co"],
  "positions_angstrom": [[1.27707, -1.13660, 4.22612], [-0.01580, -0.89159, 4.21535], [-0.46797, 0.00594, 3.20668], [-0.83889, 0.89175, 2.42048], [-1.14961, 1.82893, 1.62378], [-0.46426, -1.89568, 4.07358], [-2.00343, 2.42916, 0.15821]],
  "forces_ev_per_a": [[-3.186, 0.771, -0.317], [2.700, -1.537, 0.695], [-0.294, 1.834, -1.510], [1.215, -2.508, 2.142], [-0.341, 1.151, -0.646], [0.215, 0.133, 0.151], [-0.309, 0.155, -0.515]]
}


Record 3
{
  "formula": "C15H32N3O2",
  "method": "ωB97M-V with the def2-TZVPD basis set",
  "e_above_lowest_ev": 2.312,
  "charge": 1,
  "gap_ev": 6.9,
  "total_energy_ha": -905.2140,
  "e_lumo_ha": -0.15932,
  "symbols": ["C", "C", "C", "O", "C", "C", "N", "C", "C", "C", "C", "C", "C", "C", "N", "H", "H", "H", "H", "H", "H", "H", "H", "H", "H", "H", "H", "H", "H", "H", "H", "H", "H", "H", "H", "H", "H", "H", "H", "H", "C", "O", "N", "C", "C", "H", "H", "H", "H", "H", "H", "H"],
  "positions_angstrom": [[0.71915, -2.34935, 0.96310], [0.05921, -2.29142, 2.34944], [-1.18259, -1.40081, 2.49733], [-1.91023, -1.33062, 1.25544], [-3.16117, -0.75262, 1.36500], [-4.14100, -1.44957, 0.47865], [-4.79170, -0.63170, -0.26050], [-4.24348, 0.74159, -0.22576], [-3.39641, 0.77768, 1.07595], [-2.18721, 1.67748, 0.77025], [-1.59494, 2.40589, 1.98998], [-0.12141, 2.82301, 1.82144], [0.84081, 1.70307, 1.37621], [1.58285, 1.96228, 0.05358], [0.84342, 1.37493, -1.07699], [-0.01059, -2.24938, 0.15804], [1.20681, -3.32129, 0.83693], [1.50817, -1.60254, 0.84754], [-0.19359, -3.30393, 2.67908], [0.79571, -1.90680, 3.06519], [-1.85515, -1.82593, 3.25543], [-0.91995, -0.38660, 2.81076], [-3.57558, -0.96119, 2.37173], [-4.33904, -2.51817, 0.50453], [-5.57206, -0.90735, -0.84344], [-3.57132, 0.80123, -1.09215], [-4.98679, 1.52618, -0.35144], [-4.03147, 1.18464, 1.86948], [-2.53606, 2.44822, 0.07101], [-1.43442, 1.10280, 0.22381], [-2.17697, 3.32700, 2.12244], [-1.74531, 1.83408, 2.91591], [-0.09138, 3.64587, 1.09668], [0.22024, 3.22700, 2.77716], [0.29442, 0.76319, 1.27409], [1.59423, 1.56759, 2.15732], [1.66033, 3.04321, -0.11006], [2.59741, 1.55186, 0.11662], [1.44036, 1.29229, -1.88770], [0.54869, 0.44187, -0.82727], [4.35497, 0.09990, -2.43008], [4.21247, 0.02464, -1.22362], [4.02665, -0.88031, -3.29159], [4.22309, -0.75200, -4.72120], [3.46641, -2.10758, -2.75336], [4.77709, 0.99019, -2.92373], [3.27592, -0.84109, -5.25647], [4.90381, -1.51959, -5.09264], [4.65290, 0.22379, -4.93824], [2.54031, -1.90465, -2.21260], [4.16111, -2.57677, -2.05657], [3.26321, -2.79024, -3.57472]],
  "forces_ev_per_a": [[0.094, -0.149, 0.028], [0.044, 0.086, 0.137], [0.162, -0.084, 0.052], [0.015, 0.052, -0.353], [-0.270, 0.166, 1.039], [-0.326, 0.275, -0.141], [0.110, -0.292, 0.335], [0.740, 0.038, -0.159], [-0.311, 0.073, -1.196], [-0.024, 0.106, 0.448], [-0.050, 0.145, -0.061], [-0.298, -0.114, -0.152], [0.253, 0.396, -0.004], [0.008, -0.227, 0.027], [-0.296, 0.357, 0.211], [0.090, 0.039, 0.044], [-0.073, 0.146, 0.033], [-0.210, 0.106, -0.060], [-0.035, 0.135, -0.118], [-0.154, -0.192, -0.003], [0.122, 0.086, -0.045], [0.020, -0.003, -0.107], [0.126, 0.044, -0.048], [-0.012, 0.135, -0.131], [0.036, -0.072, -0.183], [-0.174, 0.055, 0.058], [-0.222, -0.264, 0.301], [0.258, -0.028, 0.010], [0.140, -0.120, 0.021], [-0.094, 0.004, 0.077], [0.026, -0.171, 0.173], [0.159, -0.118, -0.192], [0.064, -0.117, 0.081], [-0.062, 0.116, -0.112], [0.117, -0.160, 0.121], [-0.121, -0.136, -0.054], [0.085, -0.139, 0.016], [-0.086, 0.067, 0.004], [0.054, 0.008, -0.070], [0.160, -0.263, -0.044], [0.095, 0.004, 0.019], [-0.129, 0.040, 0.052], [-0.076, -0.046, -0.058], [0.004, -0.023, 0.037], [0.024, 0.013, -0.006], [0.005, 0.013, -0.002], [-0.007, 0.012, -0.001], [0.016, 0.004, 0.001], [0.005, 0.006, -0.015], [-0.004, 0.002, -0.008], [0.008, 0.000, -0.004], [-0.007, -0.013, 0.000]]
}